(1)
This record from OMol25 describes a cluster of 2 separate species, N4S in total. The level of theory is ωB97M-V/def2-TZVPD.

The geometry in XYZ format:
```
5
Properties=species:S:1:pos:R:3:forces:R:3
N 0.536 -1.372 0.052 0.8 0.8 0.0
N -2.039 0.752 0.442 0.7 -1.3 -3.1
N 1.212 -0.473 0.041 -2.3 -3.0 0.0
N -1.807 0.329 -0.561 -0.8 1.4 3.1
S 2.098 0.764 0.026 1.6 2.2 0.0
```
Forces are in eV/Å.

Its HOMO-LUMO gap is 10.65 eV. The calculation puts the LUMO energy at 0.020 Ha. As for the spin multiplicity: 1. For the energy relative to the best compared isomer or geometry (same formula, charge and spin), the calculation gives 0.0 kcal per mole. The SMILES is N#[N+][S-].N#N.


(2)
This record from OMol25 describes a structure of composition C46H58CsGeN4O3S2. The level of theory is ωB97M-V/def2-TZVPD.

The geometry in XYZ format:
```
115
Properties=species:S:1:pos:R:3:forces:R:3
Cs -0.020 -0.232 -0.631 0.8 0.7 1.2
C -1.915 -2.260 2.077 -0.1 0.1 0.0
C -2.158 -1.090 2.770 -0.5 -0.3 -0.5
C -0.916 -0.774 3.530 0.8 0.0 0.2
C -0.024 -1.788 3.267 0.0 0.3 0.1
C -0.611 -2.719 2.360 0.0 -0.2 0.0
C 0.037 -3.955 1.801 0.1 -0.3 0.1
C 1.074 -4.514 2.786 -0.1 0.1 0.0
C -1.020 -5.036 1.530 0.0 0.1 0.0
C 0.744 -3.612 0.480 -0.1 0.1 0.2
C -0.539 0.395 4.429 0.0 0.2 0.1
C -0.794 1.746 3.742 0.0 -0.2 0.0
C 0.969 0.357 4.741 -0.1 -0.1 -0.1
C -1.263 0.316 5.792 -0.1 0.0 -0.1
C -3.490 -0.373 2.592 -0.2 0.2 0.0
C -4.008 0.332 3.853 0.1 -0.1 0.0
C -3.372 0.642 1.437 0.2 -0.1 0.1
C -4.583 -1.390 2.200 0.2 0.0 0.0
H -2.596 -2.747 1.400 0.0 0.0 0.0
H 0.975 -1.875 3.657 0.0 0.1 0.0
H 0.610 -4.742 3.749 0.0 0.0 0.0
H 1.885 -3.802 2.948 0.0 0.0 0.0
H 1.507 -5.430 2.381 0.0 0.0 0.0
H -1.593 -5.250 2.436 0.0 0.0 0.0
H -0.534 -5.955 1.199 0.0 0.0 0.0
H -1.712 -4.719 0.750 0.0 0.0 0.0
H 1.500 -2.842 0.647 0.1 0.0 -0.1
H 0.022 -3.254 -0.253 0.0 -0.1 -0.1
H 1.235 -4.500 0.077 0.0 0.0 0.0
H -0.182 1.826 2.842 -0.1 0.0 0.0
H -0.531 2.564 4.418 0.0 0.0 0.0
H -1.832 1.874 3.446 0.1 0.1 0.0
H 1.555 0.298 3.824 0.0 0.0 0.0
H 1.225 -0.494 5.375 0.0 0.0 0.0
H 1.248 1.270 5.272 0.0 0.0 0.0
H -2.275 0.709 5.750 0.0 0.0 0.0
H -0.713 0.892 6.540 0.0 0.0 0.0
H -1.314 -0.723 6.126 0.0 0.0 0.1
H -3.392 1.179 4.143 -0.1 0.0 0.0
H -4.062 -0.368 4.691 0.0 0.0 0.0
H -5.013 0.714 3.664 0.0 0.0 0.0
H -2.642 1.423 1.656 -0.1 0.0 -0.1
H -4.342 1.116 1.259 0.0 0.0 0.0
H -3.062 0.138 0.518 -0.1 0.0 0.0
H -4.593 -2.231 2.896 0.0 0.0 0.0
H -4.433 -1.770 1.190 0.0 0.0 0.0
H -5.561 -0.906 2.229 0.0 0.0 0.0
N 0.793 3.059 -3.015 0.2 0.4 -0.1
C -0.331 3.116 -3.943 -0.1 -0.1 0.0
C -1.078 1.794 -4.208 0.3 -0.4 0.2
O -2.168 1.872 -4.837 -0.1 0.2 -0.1
N -0.440 0.729 -3.765 0.2 0.6 0.1
C -1.009 -0.548 -4.050 -0.6 -0.4 0.6
C -1.753 -1.232 -2.837 0.2 -0.1 -1.9
O -1.907 -2.464 -2.954 -0.1 -0.1 0.6
O -2.098 -0.492 -1.881 -1.9 -0.3 -0.3
H 0.420 2.787 -2.115 0.0 -0.1 0.2
H 1.358 2.264 -3.296 0.0 -0.1 0.0
H 0.037 3.462 -4.915 -0.1 0.1 0.0
H -1.050 3.864 -3.592 0.0 0.0 0.0
H -0.224 -1.264 -4.318 0.0 0.0 -0.2
H -1.767 -0.522 -4.846 0.1 0.0 -0.1
C 2.953 2.289 2.190 0.0 0.0 0.2
C 1.983 3.374 1.877 0.2 0.6 0.3
N 0.905 3.250 1.190 -0.2 -0.4 -0.3
C 0.199 4.425 1.070 0.3 0.3 0.2
C 0.771 5.487 1.704 0.1 -0.1 0.1
S 2.234 5.013 2.467 -0.2 -0.4 -0.2
C -1.045 4.453 0.299 -0.3 0.2 -0.1
C -1.861 5.529 0.122 -0.1 0.0 -0.1
S -3.184 5.112 -0.888 0.3 -0.4 0.0
C -2.550 3.459 -1.006 -0.5 0.8 0.0
N -1.466 3.311 -0.334 0.4 -0.6 0.0
C -3.257 2.443 -1.817 0.0 0.0 0.0
H 2.662 1.383 1.658 0.0 0.0 0.0
H 2.970 2.095 3.265 0.0 0.0 0.0
H 3.958 2.565 1.870 0.0 0.0 0.0
H 0.427 6.506 1.765 0.0 0.0 -0.1
H -1.752 6.533 0.499 0.1 0.0 0.0
H -3.354 2.773 -2.855 0.1 -0.1 0.0
H -4.255 2.257 -1.414 0.0 0.0 0.0
H -2.692 1.511 -1.827 0.0 -0.1 -0.1
C 4.384 -1.167 0.814 -0.1 0.0 0.0
Ge 3.311 -0.179 -0.633 1.3 0.0 0.0
C 4.030 -1.060 -2.309 -0.1 -0.1 0.1
C 4.587 -2.338 -2.384 0.0 0.0 0.2
C 4.945 -2.911 -3.599 0.0 -0.1 -0.1
C 4.740 -2.218 -4.783 0.0 0.0 0.0
C 4.176 -0.948 -4.737 0.0 0.0 0.0
C 3.828 -0.387 -3.518 0.0 0.1 0.0
C 4.482 1.513 -0.759 -0.1 0.1 0.0
C 3.785 2.702 -0.753 0.0 -0.2 -0.2
C 4.413 3.961 -0.657 0.1 0.2 0.0
C 5.770 4.046 -0.525 -0.1 0.1 0.0
C 6.556 2.870 -0.567 -0.1 -0.2 0.0
C 7.967 2.927 -0.469 0.1 0.0 0.0
C 8.730 1.798 -0.580 0.0 0.1 0.0
C 8.109 0.559 -0.829 -0.1 -0.1 0.0
C 6.745 0.472 -0.906 0.1 -0.1 0.0
C 5.913 1.607 -0.735 0.1 0.3 0.0
H 5.472 -1.141 0.722 0.0 0.0 0.0
H 4.071 -2.216 0.859 0.0 0.0 0.0
H 4.126 -0.724 1.783 0.0 0.0 0.0
H 4.751 -2.898 -1.467 0.0 0.0 0.0
H 5.384 -3.904 -3.626 0.0 0.0 0.0
H 5.011 -2.663 -5.734 0.0 0.0 0.0
H 3.996 -0.404 -5.657 0.0 0.0 0.0
H 3.380 0.603 -3.498 0.0 0.0 -0.1
H 2.701 2.677 -0.816 0.0 0.0 0.0
H 3.809 4.862 -0.666 0.0 0.0 0.0
H 6.260 5.008 -0.408 0.0 0.0 0.0
H 8.442 3.892 -0.317 0.0 0.0 0.0
H 9.810 1.853 -0.496 0.0 0.0 0.0
H 8.717 -0.327 -0.971 0.0 0.0 0.0
H 6.273 -0.471 -1.134 0.0 -0.1 0.0
```
Forces are in eV/Å.

Its HOMO-LUMO gap (alpha / beta) is 4.86 / 4.13 eV. The calculation puts the LUMO energy (alpha / beta) at 0.123 / 0.096 Ha. As for the spin multiplicity: 2. Its expectation value of S² is 0.766. For the energy relative to the best compared isomer or geometry (same formula, charge and spin), the calculation gives 17.3 kcal per mole. Its net charge is -2.


(3)
This record from OMol25 describes the ion C5H13N2 with charge +1. The level of theory is ωB97M-V/def2-TZVPD.

The geometry in XYZ format:
```
20
Properties=species:S:1:pos:R:3:forces:R:3
C 0.454 -0.848 0.257 0.4 -0.9 -0.4
C -0.502 0.823 -0.836 -0.3 -4.6 -0.4
C -0.178 -1.899 -1.881 0.4 -0.6 -0.6
C -1.038 0.596 1.512 -0.8 -0.1 0.7
C 1.135 1.466 0.903 0.8 0.5 0.2
N -0.577 -1.192 -0.725 -0.5 4.9 0.7
N 0.046 0.559 0.517 0.1 0.2 0.0
H 0.415 -1.485 1.147 0.1 0.2 0.0
H 1.476 -0.861 -0.154 -0.2 0.2 0.1
H 0.225 1.061 -1.595 0.3 0.2 0.1
H -1.482 1.260 -0.903 -0.1 0.2 0.2
H 0.815 -1.638 -2.267 -0.1 0.0 0.0
H -0.167 -2.962 -1.602 0.0 0.0 -0.1
H -0.935 -1.772 -2.653 0.1 -0.1 0.0
H -0.645 0.336 2.494 0.1 0.0 -0.1
H -1.474 1.592 1.557 0.1 0.0 -0.1
H -1.805 -0.123 1.227 0.1 0.0 -0.1
H 0.760 2.486 0.971 -0.1 -0.1 0.0
H 1.544 1.166 1.870 -0.1 0.0 -0.1
H 1.933 1.435 0.160 -0.2 -0.1 0.0
```
Forces are in eV/Å.

Its HOMO-LUMO gap is 9.44 eV. The calculation puts the LUMO energy at -0.153 Ha. As for the spin multiplicity: 1. For the energy relative to the best compared isomer or geometry (same formula, charge and spin), the calculation gives 101.3 kcal per mole. Its net charge is +1.


Computed E_tot (eV) in order:
-16795.5261 -139481.7270 -8366.4158